[1]
Computed, not measured: C29H36FeN5OPS as an isolated structure at a distorted geometry, with wB97M-V/def2-TZVPD.

Last column: Mulliken charge in e.
CARTESIAN COORDINATES (ANGSTROEM)
Fe  0.0668  0.0156  0.0852  -0.189
C  -0.2586  2.5721  1.4825  -0.259
C  0.0998  1.6021  2.5805  -1.082
N  -0.0405  0.1788  2.1204  -0.240
C  0.9768  -0.6570  2.8082  -0.558
C  2.3774  -0.2696  2.3501  -1.088
S  2.4175  0.0959  0.5569  0.028
C  2.6724  1.9054  0.5461  -0.572
C  1.5584  2.5696  -0.2262  -0.814
N  0.2156  2.0466  0.1710  -0.007
H  -1.3329  2.6844  1.4176  -0.263
H  0.1580  3.5620  1.6756  0.614
H  1.1278  1.7373  2.9004  0.570
H  -0.5228  1.7682  3.4596  0.585
H  -0.9472  -0.1741  2.4198  0.214
H  0.8898  -0.5403  3.8916  0.555
H  0.7584  -1.6948  2.5724  0.265
H  2.7851  0.5936  2.8715  0.554
H  3.0731  -1.0818  2.5498  0.646
H  2.7427  2.2470  1.5764  0.288
H  3.6306  2.1082  0.0702  0.626
H  1.5864  3.6518  -0.0816  0.582
H  1.6800  2.3731  -1.2858  0.367
H  -0.4246  2.4137  -0.5296  0.308
O  1.2329  0.4420  -2.2970  -0.503
N  -0.1024  0.3781  -1.8687  0.889
C  -0.9734  0.2912  -2.8029  -0.579
C  -2.3978  0.0722  -2.6774  1.211
C  -3.1102  0.1132  -3.8808  -1.099
C  -4.4685  -0.1560  -3.9157  -1.034
C  -5.1227  -0.4959  -2.7432  -0.747
C  -4.4198  -0.5474  -1.5423  -1.425
C  -3.0611  -0.2580  -1.4887  0.810
P  -2.3213  -0.2322  0.1624  2.314
C  -3.0490  1.2437  0.9221  0.642
C  -3.4654  2.2914  0.0974  -0.798
C  -3.9465  3.4711  0.6508  -0.909
C  -4.0264  3.6103  2.0291  -0.806
C  -3.6339  2.5640  2.8575  -1.060
C  -3.1462  1.3883  2.3104  -0.236
C  -2.9820  -1.6357  1.1067  1.258
C  -4.2086  -1.4675  1.7692  -1.045
C  -4.8095  -2.5301  2.4244  -0.913
C  -4.2014  -3.7767  2.4330  -0.849
C  -2.9942  -3.9582  1.7740  -0.719
C  -2.3883  -2.9021  1.1128  -0.613
H  1.2701  0.2504  -3.2492  0.407
H  -0.6100  0.3530  -3.8289  0.410
H  -2.5902  0.3533  -4.8005  0.486
H  -5.0048  -0.1130  -4.8537  0.452
H  -6.1798  -0.7257  -2.7539  0.521
H  -4.9519  -0.8184  -0.6395  0.441
H  -3.4257  2.1929  -0.9807  0.397
H  -4.2746  4.2741  0.0043  0.519
H  -4.4145  4.5237  2.4600  0.481
H  -3.7283  2.6601  3.9314  0.503
H  -2.8894  0.5722  2.9772  0.557
H  -4.7166  -0.5146  1.7613  0.517
H  -5.7582  -2.3828  2.9226  0.486
H  -4.6714  -4.6062  2.9442  0.450
H  -2.5256  -4.9334  1.7678  0.512
H  -1.4625  -3.0777  0.5958  0.399
C  2.0305  -3.2630  1.0040  -1.453
C  1.0051  -3.0762  -0.0576  0.490
N  0.2725  -2.0166  -0.4432  0.855
C  -0.4967  -2.4849  -1.5135  -0.813
C  -0.2293  -3.7822  -1.7592  -0.832
N  0.7139  -4.1307  -0.8337  0.030
H  2.6322  -2.3797  1.1543  0.114
H  2.7171  -4.0516  0.6985  0.548
H  1.5797  -3.5692  1.9494  0.357
H  -1.2348  -1.8956  -2.0091  0.568
H  -0.6219  -4.4711  -2.4865  0.449
H  1.1570  -5.0346  -0.7517  0.230

Properties
⟨S²⟩: 0.7976
Energy relative to the best compared isomer or geometry (same formula, charge and spin) in kcal/mol: 0.0
Multiplicity: 2
Frontier orbital gap (spin up / spin down) in eV: 7.46 / 7.67
Charge: +3
E_tot in eV: -94642.084

[2]
Computed, not measured: a 2-piece molecular cluster, C29H36N2O3 overall at a distorted geometry, with wB97M-V/def2-TZVPD.

Last column: Mulliken charge in e.
CARTESIAN COORDINATES (ANGSTROEM)
C  -4.8741  -0.1708  -4.2277  -1.183
C  -3.7999  0.8074  -3.8338  -0.299
O  -2.5840  0.0715  -3.5827  -0.203
C  -1.6453  0.7634  -2.8888  0.775
C  -0.3288  0.1639  -3.1159  0.060
C  0.8637  0.9572  -3.3454  1.108
O  1.0071  2.1635  -3.1777  -0.801
C  1.9523  -0.0009  -3.8532  -0.820
C  1.3385  -1.3987  -3.7770  -0.606
C  -0.1870  -1.1930  -3.6709  -0.840
O  -1.8960  1.7100  -2.1604  -0.707
H  -5.7613  0.4050  -4.4994  0.400
H  -4.5808  -0.7882  -5.0841  0.291
H  -5.1334  -0.8212  -3.3854  0.279
H  -3.6096  1.5182  -4.6519  0.280
H  -4.0752  1.3514  -2.9236  0.318
H  2.1785  0.2632  -4.8972  0.302
H  2.8857  0.0956  -3.2850  0.235
H  1.5937  -1.9877  -4.6625  0.386
H  1.6920  -1.9296  -2.8837  0.222
H  -0.6832  -1.9545  -3.0485  -0.007
H  -0.6172  -1.2377  -4.6910  0.371
C  -1.8399  -3.9922  4.5214  -1.110
N  -1.6480  -4.2016  3.1007  0.113
C  -2.4048  -5.3037  2.5580  -0.750
C  -1.9462  -5.6639  1.1549  -0.823
C  -1.9324  -4.4313  0.2542  -0.677
C  -1.2549  -3.2648  0.9001  0.316
C  -1.0134  -3.2942  2.3100  0.940
C  -0.1267  -2.3420  2.8754  -1.370
C  0.3519  -1.3152  2.1009  -0.906
C  -0.1337  -1.0930  0.7658  -0.092
C  0.1605  0.0816  0.0507  1.160
C  0.7176  1.2449  0.6426  -0.310
C  1.6094  2.0499  -0.1024  -0.215
C  2.2764  3.1219  0.4436  0.127
C  2.0629  3.4719  1.8108  0.970
N  2.7873  4.4707  2.3828  0.033
C  2.5824  4.8474  3.7649  -1.204
C  3.6191  5.3657  1.6120  -0.512
C  4.2621  4.6781  0.4214  -0.908
C  3.2369  3.8994  -0.3956  -0.607
C  1.0934  2.7432  2.5533  -0.655
C  0.4445  1.6691  1.9859  -1.151
C  -0.8991  -2.1434  0.1760  -0.519
H  -1.4697  -3.0139  4.8376  0.400
H  -2.9111  -4.0562  4.7656  0.325
H  -1.3184  -4.7703  5.0978  0.315
H  -2.2839  -6.1618  3.2332  0.428
H  -3.4761  -5.0331  2.5561  0.369
H  -0.9334  -6.0807  1.2151  0.327
H  -2.6105  -6.4304  0.7476  0.363
H  -1.4280  -4.6872  -0.6861  0.327
H  -2.9652  -4.1607  -0.0097  0.327
H  0.1715  -2.4370  3.9229  0.433
H  1.0819  -0.6349  2.5316  0.666
H  -0.0426  0.1057  -1.0122  -0.137
H  1.7969  1.7993  -1.1430  -0.229
H  2.7124  3.9790  4.4231  0.406
H  3.3380  5.5986  4.0163  0.329
H  1.5850  5.2737  3.9543  0.350
H  3.0262  6.2299  1.2609  0.260
H  4.3890  5.7492  2.2893  0.410
H  4.7408  5.4310  -0.2096  0.368
H  5.0360  3.9912  0.7827  0.314
H  3.7594  3.2075  -1.0676  0.366
H  2.6846  4.6015  -1.0411  0.290
H  0.8797  3.0358  3.5858  0.386
H  -0.2862  1.1147  2.5728  0.694
H  -1.2176  -2.0378  -0.8652  0.502

Properties
Energy relative to the best compared isomer or geometry (same formula, charge and spin) in kcal/mol: 0.0
Multiplicity: 1
Frontier orbital gap in eV: 4.28
E_tot in eV: -39778.109

[3]
Computed, not measured: C29H36N6OPPt as an isolated structure at a distorted geometry, with wB97M-V/def2-TZVPD.

Last column: Mulliken charge in e.
CARTESIAN COORDINATES (ANGSTROEM)
Pt  0.7924  1.1025  -0.6563  2.205
C  1.0942  0.5590  3.3435  -1.442
C  0.8260  1.9995  2.8902  0.914
C  0.1758  2.8251  3.9965  -1.570
P  -0.1127  1.9428  1.3124  -0.555
C  -0.8657  3.5979  1.0360  0.494
C  0.2204  4.6712  0.9246  -1.479
C  -1.7445  3.5603  -0.2143  -1.484
C  -1.4839  0.8252  1.5534  -0.337
C  -2.4671  0.9957  2.5356  -0.146
C  -3.5031  0.0961  2.6787  0.186
C  -4.5826  0.2845  3.7165  -1.700
C  -3.5113  -1.0060  1.8148  -1.074
C  -2.5509  -1.1921  0.8414  -0.954
C  -1.5108  -0.2592  0.6805  1.348
N  -0.5397  -0.3613  -0.2854  0.364
C  -0.5493  -1.4545  -1.2001  -0.752
C  0.1218  -2.6392  -0.8716  0.938
C  0.7966  -2.7793  0.4675  -1.324
C  0.1294  -3.6869  -1.7861  -1.066
C  -0.5378  -3.5997  -3.0027  0.632
C  -0.5150  -4.7458  -3.9798  -1.611
C  -1.2094  -2.4175  -3.2997  -1.047
C  -1.2248  -1.3400  -2.4197  0.962
C  -1.9527  -0.0689  -2.7736  -1.301
H  1.7954  0.5505  4.1807  0.465
H  1.5041  -0.0551  2.5397  0.192
H  0.1657  0.0903  3.6709  0.330
H  1.7772  2.4702  2.6170  0.622
H  -0.6996  2.3211  4.4054  0.291
H  -0.1120  3.8248  3.6740  0.402
H  0.8986  2.9321  4.8067  0.458
H  -1.4985  3.7952  1.9046  0.690
H  0.8800  4.4674  0.0797  0.223
H  0.8364  4.7315  1.8243  0.326
H  -0.2316  5.6508  0.7659  0.480
H  -1.1487  3.3315  -1.0987  0.196
H  -2.2204  4.5316  -0.3633  0.515
H  -2.5284  2.8066  -0.1274  0.325
H  -2.4392  1.8634  3.1872  0.173
H  -4.5588  1.2895  4.1359  0.365
H  -4.4668  -0.4264  4.5377  0.314
H  -5.5703  0.1177  3.2847  0.395
H  -4.3055  -1.7388  1.9145  0.441
H  -2.5932  -2.0543  0.1869  0.596
H  1.3755  -1.8916  0.7116  0.061
H  1.4547  -3.6487  0.4857  0.474
H  0.0517  -2.9002  1.2585  0.323
H  0.6582  -4.6017  -1.5336  0.456
H  -0.5566  -5.7040  -3.4622  0.393
H  0.4052  -4.7339  -4.5694  0.279
H  -1.3541  -4.6912  -4.6724  0.396
H  -1.7537  -2.3359  -4.2373  0.418
H  -2.2151  -0.0506  -3.8326  0.463
H  -1.3453  0.8076  -2.5445  0.116
H  -2.8783  0.0249  -2.2001  0.338
N  2.0618  -0.7214  -4.5189  0.138
C  1.2166  0.0881  -3.8891  -0.536
N  1.5329  0.1197  -2.6116  -0.335
C  2.6246  -0.7144  -2.5195  0.728
N  2.9647  -1.2410  -3.6671  -0.746
C  3.3687  -0.9629  -1.2752  0.019
C  4.3665  -1.9293  -1.1793  -0.443
N  5.0326  -2.1178  -0.0479  -0.600
C  4.7164  -1.3315  0.9804  -0.561
C  3.7297  -0.3634  0.8776  -0.344
N  3.0529  -0.1927  -0.2514  0.081
H  2.0978  -0.9606  -5.4964  0.190
H  0.4058  0.6194  -4.3641  0.561
H  4.6143  -2.5517  -2.0310  0.504
H  5.2601  -1.4876  1.9045  0.415
H  3.4811  0.2866  1.7078  0.484
O  2.8657  3.2339  -1.2834  -0.358
C  1.9857  2.5428  -1.1674  0.085

Properties
Energy relative to the best compared isomer or geometry (same formula, charge and spin) in kcal/mol: 14.7
Multiplicity: 1
Frontier orbital gap in eV: 6.86
Charge: +1
E_tot in eV: -54178.270

- Which formula does entry 3 have?
  C29H36N6OPPt